Record 1
This record from the Open Molecules 2025 dataset describes an isolated ion of composition C19H33Br2FNO3 and charge +1 in a non-equilibrium geometry. The level of theory is ωB97M-V/def2-TZVPD.

XYZ file:
```
59
Properties=species:S:1:pos:R:3:forces:R:3:nbo_charge:R:1
C 2.1956 0.7901 4.2229 0.170 0.613 0.129 -0.2828
O 2.2377 -0.0800 3.0240 1.394 -0.777 1.882 -0.5963
C 3.1318 -1.2382 3.3266 -0.245 -0.787 -0.311 -0.0747
C 3.4003 -2.1472 1.9514 -0.114 1.127 0.580 -0.4284
C 4.6438 -1.5843 1.0353 0.205 -0.558 -0.049 -0.4299
C 4.4997 -2.0159 -0.5685 0.208 0.357 -0.164 -0.4103
C 4.2382 -0.7067 -1.5579 0.610 0.429 1.122 -0.4215
C 2.8671 0.0936 -1.1495 -0.717 -0.227 -0.071 -0.4242
C 1.5632 -0.2854 -2.1239 0.421 1.290 0.685 -0.4057
C 0.2426 0.3428 -1.3114 0.039 0.314 -0.828 -0.2320
C -0.4743 -0.7158 -0.3281 1.904 -0.493 0.782 -0.4673
C -2.0827 -0.7035 -0.1809 1.696 -4.156 2.227 -0.2609
N -2.8795 0.4273 -0.7388 -3.015 0.925 0.810 -0.3957
C -3.1953 1.3508 0.4603 0.134 2.543 2.925 -0.2387
C -1.8438 1.9301 1.2396 -0.045 1.119 0.396 -0.5437
C -2.1783 3.4652 1.8141 -3.406 2.366 4.223 0.7706
O -2.9813 3.7242 2.8492 5.212 -2.120 -6.999 -0.5110
O -1.4792 4.6072 1.1361 -2.713 -2.456 0.036 -0.7385
C -4.2620 -0.0965 -1.1820 -2.267 -4.081 -4.242 -0.0030
Br -6.0352 0.5470 -0.4042 2.452 -0.489 -0.745 0.1535
C -4.4804 -1.1187 -2.2713 -0.551 2.579 2.898 -0.0133
C -6.0090 -1.6588 -2.6857 0.798 0.029 -0.609 -0.6719
Br -2.9970 -1.8847 -3.3582 -1.595 0.887 1.368 0.1201
C -2.2742 1.3195 -1.7780 2.489 2.888 -4.333 0.3520
F -3.1536 1.5654 -2.9883 1.503 -1.083 3.286 -0.3626
C -0.8342 0.8705 -2.4100 1.021 0.751 -0.166 -0.4614
H 1.0671 0.9819 4.5119 2.357 -0.367 -0.517 0.1911
H 2.7894 0.3271 5.1480 -1.459 0.924 -2.044 0.1977
H 2.7272 1.7955 3.9211 -1.157 -1.839 0.774 0.1970
H 2.5651 -1.8951 4.1248 1.212 1.137 -1.498 0.1810
H 4.1267 -0.8427 3.8052 -1.732 -0.807 -1.053 0.1861
H 3.6064 -3.2483 2.2968 -0.446 2.116 -0.803 0.2271
H 2.4098 -2.0952 1.3260 1.786 -0.252 1.218 0.1999
H 4.7989 -0.4200 1.1377 -0.569 -2.289 -0.197 0.2167
H 5.6282 -2.0859 1.4472 -1.942 1.074 -0.817 0.2210
H 5.5329 -2.5008 -0.8600 -2.249 0.831 0.329 0.2264
H 3.6228 -2.8007 -0.7275 1.907 1.544 0.443 0.2013
H 5.1509 0.0287 -1.3588 -1.903 -1.533 -0.511 0.2172
H 4.2682 -0.9806 -2.6991 -0.209 0.410 2.260 0.2222
H 2.4973 -0.1564 -0.0463 1.131 0.391 -2.192 0.2135
H 3.0310 1.2739 -1.1595 -0.389 -2.561 -0.189 0.2183
H 1.4720 -1.4363 -2.3196 0.098 2.175 0.471 0.2204
H 1.7004 0.2810 -3.1657 -0.423 -1.302 2.234 0.2216
H 0.6894 1.2612 -0.6969 -1.186 -1.928 -1.258 0.2247
H -0.1158 -1.8055 -0.6606 -1.128 2.350 0.638 0.2521
H 0.0112 -0.5743 0.7538 -1.162 -0.286 -2.295 0.2562
H -2.4412 -1.7924 -0.5270 0.411 2.992 0.182 0.2840
H -2.2958 -0.7728 0.9969 0.238 0.511 -2.775 0.2533
H -3.7758 2.3336 0.1182 0.942 -2.672 0.393 0.2728
H -3.7649 0.7756 1.3342 0.927 1.136 -2.536 0.2855
H -0.9162 2.0607 0.5416 -1.692 -0.483 1.462 0.2600
H -1.6510 1.2817 2.1978 -0.083 1.272 -2.052 0.2736
H -2.1586 5.1411 0.5998 1.178 -1.027 1.493 0.5100
H -5.9179 -2.5586 -3.4471 0.078 1.910 1.725 0.2611
H -6.6290 -2.0112 -1.7559 1.396 0.894 -1.753 0.2643
H -6.5506 -0.7891 -3.2655 1.065 -1.635 1.378 0.2650
H -2.0948 2.4489 -1.4213 -0.808 -2.877 -0.188 0.2407
H -0.3669 1.8666 -2.8779 -1.292 -2.133 0.990 0.2557
H -0.8763 0.1103 -3.2950 -0.485 1.332 1.857 0.2601
```
Positions in Å, forces in eV/Å.

Output
SMILES   COCCCCCCC[C@@H]1CC[N@+](CCC(=O)O)(/C(Br)=C(/C)Br)[C@H](F)C1
LUMO   -3.6249 eV
HOMO energy   -11.9 eV
Charge   +1
HOMO-LUMO gap   8.26 eV

=====

Record 2
This record from the Open Molecules 2025 dataset describes C19H33BrKN8O2S as an isolated structure in a non-equilibrium geometry. The level of theory is ωB97M-V/def2-TZVPD.

XYZ file:
```
65
Properties=species:S:1:pos:R:3:forces:R:3:nbo_charge:R:1
K -2.4803 -14.0606 6.1339 0.862 0.047 0.174 0.8928
N 0.2998 -11.7046 6.1529 0.583 0.585 0.332 -0.8956
C 0.2201 -12.0179 4.7343 1.095 -1.312 -0.190 -0.3234
C -0.8193 -11.1563 4.1255 0.074 2.302 -2.763 -0.2303
N -2.1772 -11.6981 4.0759 0.136 -0.077 -0.564 -0.4672
C -3.1116 -10.7874 4.7164 1.430 0.683 0.597 -0.2079
C -2.8562 -10.6508 6.2365 -1.099 -0.746 -0.368 -0.2498
N -3.5363 -11.6885 7.0255 0.575 -0.191 -0.215 -0.9055
C -2.5583 -12.1620 2.6930 0.585 -0.837 2.197 -0.2172
C -2.0682 -13.6013 2.4530 1.583 -0.212 -1.074 -0.2244
N -2.5122 -14.6392 3.3664 -2.943 -0.672 -0.338 -0.8546
H 0.3022 -12.5016 6.7882 0.417 -0.007 -0.249 0.4181
H 1.0347 -11.0005 6.3552 -0.746 -1.065 -0.023 0.3488
H 0.0014 -13.1028 4.5381 -0.106 0.556 0.772 0.2864
H 1.2134 -12.0049 4.2088 -0.614 0.674 0.335 0.1732
H -0.5725 -10.8371 3.0392 0.073 -0.755 1.162 0.1558
H -0.8060 -10.1317 4.5920 -0.211 -0.944 0.044 0.1848
H -4.0761 -11.1685 4.5777 -1.726 -0.346 -0.377 0.1877
H -3.0120 -9.7606 4.3035 -0.295 -0.210 -0.141 0.1472
H -3.2087 -9.6795 6.5487 0.119 0.762 0.006 0.1485
H -1.7858 -10.7440 6.3594 0.232 0.046 0.532 0.2499
H -4.5367 -11.8155 6.8999 0.349 0.414 0.133 0.3657
H -3.1999 -11.7597 7.9877 -0.254 -0.150 -0.492 0.4082
H -2.0257 -11.6356 1.8944 -0.433 0.703 0.068 0.1782
H -3.6422 -12.0518 2.6777 -0.087 -0.165 -0.590 0.1869
H -0.9441 -13.6043 2.5465 -0.958 0.244 0.063 0.2173
H -2.2077 -13.8118 1.3454 -0.272 -0.004 0.939 0.1490
H -2.0969 -15.5565 3.1602 0.136 0.736 0.084 0.3816
H -3.5783 -14.7906 3.2735 2.086 0.374 0.130 0.3455
N -0.4572 -13.0427 11.0552 -2.137 2.949 3.621 -0.7010
N 0.0478 -13.7400 10.0337 1.661 -2.571 -2.043 -0.5260
C -0.6552 -13.8112 8.8356 -0.038 1.407 0.278 0.8487
O -0.0431 -14.2443 7.8404 -0.474 -0.265 0.004 -0.7920
O -1.8348 -13.3147 8.8901 0.305 -0.879 0.028 -0.8706
H 0.0777 -13.1447 11.9280 -0.832 -0.365 -0.705 0.3407
H -1.5063 -13.1024 11.1352 1.836 -0.311 -0.150 0.3793
H 1.0477 -13.9426 10.1073 -0.910 0.144 -0.605 0.3755
C -7.5573 -18.3811 7.4428 -0.932 -0.432 -0.042 -0.6622
C -6.4969 -17.3673 7.6679 0.543 0.565 -0.515 0.3038
C -5.7661 -17.1413 8.8233 -0.352 0.079 -0.367 -0.3585
C -4.9060 -16.0212 8.8074 0.696 -0.347 0.128 0.3625
N -4.8304 -15.2046 7.7649 1.798 0.893 3.206 -0.5160
C -5.5778 -15.3386 6.7488 -2.145 0.211 -4.877 0.3269
S -5.7940 -14.1979 5.4241 0.289 -1.250 1.520 -0.3640
N -6.2826 -16.5307 6.5950 0.817 0.210 3.049 -0.5425
C -3.9785 -15.7143 9.9422 0.450 0.349 0.682 -0.7085
H -8.5369 -17.8190 7.3279 1.054 -0.776 -0.010 0.2429
H -7.6626 -19.0654 8.3042 0.123 0.334 -0.480 0.2369
H -7.3496 -18.9757 6.5196 -0.280 0.473 0.691 0.2406
H -5.7693 -17.7650 9.7256 -0.434 0.146 -0.653 0.2372
H -6.7418 -16.5905 5.7340 -1.079 -0.387 -1.286 0.4317
H -3.2203 -16.4697 10.1677 0.082 -0.296 -0.844 0.2480
H -4.4188 -15.6821 10.9565 -0.581 0.398 -0.648 0.2271
H -3.4501 -14.7820 9.6965 -0.042 -0.156 0.257 0.3064
Br 4.3981 -18.0467 4.0172 -0.258 -0.378 -0.246 -0.0502
C 2.7836 -17.0603 4.3257 -1.897 0.514 -1.521 -0.1284
C 2.6531 -16.4441 5.5500 0.429 -0.398 -0.093 -0.3094
C 1.5897 -15.5517 5.6869 0.920 -0.076 1.662 -0.1990
C 0.7722 -15.1447 4.6723 -1.842 1.982 0.364 -0.4010
C 0.9360 -15.6996 3.4456 0.845 -2.261 -1.340 -0.2941
C 1.7973 -16.7904 3.2775 2.455 -1.004 0.257 -0.2728
H 3.3626 -16.7130 6.3546 -0.429 0.467 -0.398 0.1943
H 1.4617 -15.1028 6.6711 -0.066 -0.247 -0.090 0.2105
H 0.4339 -15.3869 2.5176 -0.318 0.016 0.280 0.1496
H 1.8282 -17.4273 2.3543 0.155 0.827 0.702 0.1839
```
Positions in Å, forces in eV/Å.

Output
LUMO   1.1514 eV
HOMO energy   -2.2 eV
Charge   -1
HOMO-LUMO gap   3.36 eV
ΔE to the lowest compared entry with this formula, charge and spin   0.915 eV

=====

Record 3
This record from the Open Molecules 2025 dataset describes C19H33ClCoIN2O2P2 as an isolated structure in a non-equilibrium geometry. The level of theory is ωB97M-V/def2-TZVPD.

XYZ file:
```
61
Properties=species:S:1:pos:R:3:forces:R:3:lowdin_spin:R:1
C 0.0063 0.7412 -7.4375 -0.003 -0.147 0.208 0.0237
C 0.0119 1.4049 -6.0866 0.027 4.374 -1.350 0.0386
H 0.0090 1.5143 -8.2168 0.000 -0.115 0.309 0.0055
H -0.8946 0.1176 -7.5380 0.242 0.107 0.039 0.0026
H 0.9009 0.1092 -7.5410 -0.238 0.106 0.040 0.0028
O 0.0192 2.5808 -5.8173 -0.026 -3.477 -0.238 0.0127
I 0.0082 -0.0246 -4.4746 0.028 -1.082 0.896 0.8479
Co -0.0128 -0.4792 0.0648 0.394 -0.157 1.191 2.6208
P 2.1975 -0.1615 -0.3079 0.486 0.532 0.768 0.0528
C 2.9983 1.1185 0.6946 0.280 0.118 -0.267 0.0117
C 2.8463 -1.7051 0.4236 0.058 -0.060 -0.385 0.0120
H 3.9237 -1.7708 0.2367 -0.139 -0.116 0.091 0.0026
H 3.9266 -0.0727 -1.9917 -0.251 0.084 -0.179 0.0018
H 2.3279 -2.5603 -0.0280 0.261 0.121 0.148 0.0003
H 2.3605 -0.6566 -2.6695 0.298 0.078 0.289 -0.0004
H 2.6968 1.0118 1.7452 0.044 0.000 -0.398 0.0000
H 2.6590 -1.6888 1.5068 0.018 0.074 -0.307 0.0000
C 2.8367 0.0609 -1.9898 0.199 -0.180 -0.045 0.0117
H 4.0884 1.0176 0.6050 -0.202 0.174 0.132 0.0025
H 2.5836 1.0777 -2.3170 0.159 -0.146 0.095 0.0024
H 2.6828 2.0956 0.3096 0.167 -0.096 0.216 0.0004
P -2.1732 -0.1286 -0.3517 -1.105 0.469 0.292 0.0510
C -2.9872 1.1732 0.6189 -0.315 -0.071 -0.058 0.0114
C -2.7925 0.1795 -2.0255 -0.047 -0.119 -0.115 0.0125
H -2.5439 -2.5054 -0.5116 -0.122 0.147 0.172 0.0001
H -4.0115 -1.6567 0.0783 0.157 -0.075 0.056 0.0026
H -2.6368 -1.9686 1.1875 -0.081 0.059 -0.281 0.0003
C -2.9201 -1.7212 0.1553 -0.067 0.112 -0.075 0.0133
H -2.3366 -0.5268 -2.7299 -0.321 0.080 0.273 0.0001
H -3.8861 0.0742 -2.0248 0.279 0.090 -0.186 0.0016
H -4.0736 1.0109 0.6133 0.209 0.197 0.084 0.0024
H -2.7596 2.1293 0.1312 -0.094 -0.126 0.235 0.0001
H -2.5106 1.2003 -2.3072 -0.171 -0.107 0.000 0.0025
H -2.6143 1.1928 1.6503 -0.092 0.051 -0.324 0.0003
Cl -0.0037 -1.9434 -1.6568 0.005 -0.600 -0.746 0.1693
C -0.0184 -1.1338 6.7670 -0.188 0.043 0.660 0.0004
N -0.4369 -1.0004 5.3830 -0.695 0.005 0.708 0.0034
N 0.3941 -0.6876 4.3603 0.546 0.210 -1.201 0.0048
C -0.3416 -0.4747 3.2189 -1.003 -0.329 0.656 0.0065
O 0.1802 -0.2164 2.0862 0.277 -0.169 -0.359 0.0622
C -1.7077 -0.6271 3.6231 0.662 0.206 -0.688 0.0022
C -1.7166 -0.9250 4.9634 0.435 -0.099 0.091 -0.0004
C -2.8545 -1.1218 5.8972 -0.494 -0.030 0.252 -0.0002
C 1.8175 -0.6219 4.5061 0.313 0.043 -0.031 0.0003
C 2.5294 -1.7702 4.8627 -0.017 0.131 -0.133 0.0001
C 3.9057 -1.6777 5.0661 0.057 0.308 0.013 0.0000
C 4.5421 -0.4332 4.9298 -0.019 -0.232 -0.108 0.0001
C 3.8214 0.7017 4.5406 0.201 -0.131 -0.041 0.0000
C 2.4526 0.6085 4.3098 -0.208 -0.296 0.345 0.0001
H 1.0706 -1.1284 6.8675 -0.354 0.017 -0.169 0.0000
H -0.4152 -2.0786 7.1605 0.230 0.207 -0.098 0.0001
H -0.4445 -0.3145 7.3680 0.257 -0.213 -0.226 0.0001
H -2.5508 -0.5177 2.9622 -0.035 -0.049 0.213 0.0001
H -2.8273 -2.0967 6.4044 0.104 0.239 -0.183 -0.0001
H -2.9037 -0.3457 6.6803 0.182 -0.235 -0.326 -0.0001
H -3.7905 -1.0666 5.3344 0.168 -0.036 0.105 0.0000
H 1.9977 -2.7172 4.9848 0.206 0.269 -0.046 0.0000
H 4.4776 -2.5708 5.3392 -0.226 0.425 -0.082 0.0000
H 5.6172 -0.3572 5.1152 -0.409 -0.012 -0.065 0.0000
H 4.3309 1.6633 4.4221 -0.200 -0.400 0.067 0.0000
H 1.8544 1.4767 4.0349 0.173 -0.171 0.068 0.0000
```
Positions in Å, forces in eV/Å.

Output
LUMO (spin up / spin down)   -5.8799 / -10.8594 eV
HOMO energy (spin up / spin down)   -13.6 / -13.6 eV
Charge   +2
Multiplicity   5
HOMO-LUMO gap (spin up / spin down)   7.67 / 2.70 eV

=====

| no. | DFT total energy (Eh) |
| --- | --- |
| 1 | -6271.44545 |
| 2 | -4904.39473 |
| 3 | -3826.58944 |